1.
58
Properties=species:S:1:pos:R:3:forces:R:3:lowdin_charge:R:1 method="wB97M-V/def2-TZVPD" total_energy_ha=-1268.3472 homo_lumo_gap_ev=7.30 molar_mass_g_mol=344.4 e_above_lowest_kcal_mol=8.7 multiplicity=1 max_force_ha_per_bohr=0.0221 total_charge=-2 lumo_energy_ev=5.279
C 0.411571 0.193854 -0.717216 -0.359 -0.106 -1.039 -0.746
O 0.829337 -0.537934 0.276130 -0.177 0.489 -0.024 -0.129
O 1.135542 0.289841 -1.786672 -0.382 0.150 0.969 -0.100
O -0.749546 0.793916 -0.672528 0.832 -0.352 0.689 -0.130
C -0.500623 0.940136 3.589754 0.112 0.255 -0.206 -0.091
C -0.483051 -0.559539 3.427423 -0.187 -0.413 -0.213 -0.345
O 0.784448 -1.014079 3.016163 -0.046 -0.209 0.091 -0.107
H -0.398823 1.422172 2.615624 -0.058 0.000 0.020 0.058
H 0.367727 1.237253 4.183973 -0.183 0.052 0.176 0.064
H -1.426244 1.301220 4.042307 -0.011 0.017 0.098 0.069
H -1.258649 -0.878583 2.713860 0.127 0.101 0.015 0.093
H -0.733007 -1.057755 4.373241 0.154 0.041 0.055 0.099
H 0.839976 -0.909511 2.040230 -0.031 0.254 -0.018 0.037
C -3.435930 -2.501841 -3.158607 0.196 -0.170 -0.027 -0.108
C -2.602125 -1.828149 -2.086638 0.036 0.797 -0.165 -0.332
O -2.649961 -0.410480 -2.267872 -0.089 -0.870 0.401 -0.104
H -3.418243 -3.584902 -3.000631 -0.094 0.011 0.005 0.062
H -3.027231 -2.316072 -4.155254 -0.048 0.138 0.051 0.061
H -4.469853 -2.151733 -3.121601 0.020 0.016 -0.029 0.063
H -1.557310 -2.157473 -2.147472 -0.148 -0.195 0.149 0.096
H -3.009127 -2.106099 -1.100651 0.202 -0.006 -0.059 0.099
H -2.065818 -0.033131 -1.563680 0.045 0.293 -0.581 0.034
C 0.660521 4.008433 0.905560 0.278 0.113 -0.081 -0.196
O -0.475741 3.222349 0.776251 -0.689 -0.107 0.404 -0.126
H 0.339400 4.978638 1.300226 0.021 -0.024 -0.007 0.068
H 1.394650 3.596727 1.610521 0.039 -0.009 -0.094 0.055
H 1.148981 4.195186 -0.061057 0.102 -0.077 0.078 0.074
H -0.315210 2.295652 0.512556 0.071 0.130 -0.543 0.040
C -3.824522 0.167921 1.146117 -0.037 0.356 -0.079 -0.180
O -3.354012 1.207907 0.334468 0.160 0.384 0.237 -0.132
H -3.111819 -0.105263 1.924941 0.103 -0.174 0.009 0.054
H -4.723846 0.533166 1.657953 -0.062 -0.170 -0.083 0.066
H -4.077737 -0.709820 0.541608 -0.023 -0.149 0.136 0.062
H -2.381959 1.145008 0.232678 -0.093 -0.198 -0.255 0.036
C 0.571290 -1.495813 -4.502573 -0.061 0.598 0.094 -0.194
O 1.584304 -0.527226 -4.337211 -0.239 -0.004 0.178 -0.154
H 0.881589 -2.141304 -5.326012 -0.126 -0.258 0.085 0.059
H 0.402080 -2.050885 -3.574107 0.139 -0.263 -0.137 0.068
H -0.393771 -1.027021 -4.754616 0.066 -0.088 -0.088 0.070
H 1.409724 -0.128187 -3.451462 0.128 -0.047 -0.141 0.028
C 3.789917 2.301177 -1.127954 -0.181 0.150 -0.620 -0.193
O 3.472558 1.552507 -2.287591 -0.221 0.279 0.493 -0.149
H 4.106401 3.315271 -1.420080 0.163 -0.139 -0.002 0.063
H 2.907007 2.447907 -0.496864 0.107 -0.205 0.147 0.053
H 4.588623 1.811713 -0.565505 -0.048 0.084 0.236 0.066
H 2.614492 1.102232 -2.073767 0.210 -0.186 -0.230 0.026
C 3.110043 1.383892 2.396881 -0.665 -0.307 0.339 -0.195
O 3.188917 0.319011 1.489208 0.117 0.379 -0.086 -0.127
H 3.358879 2.353748 1.947103 0.314 -0.012 0.072 0.055
H 2.099955 1.483511 2.831980 0.190 -0.052 -0.218 0.051
H 3.753706 1.134760 3.244650 0.259 0.293 -0.108 0.072
H 2.402077 0.346013 0.909493 -0.005 -0.617 -0.030 0.040
C 0.395758 -3.749019 1.201658 -0.095 0.701 -0.203 -0.193
O 0.217735 -3.222539 -0.094475 -0.145 -0.010 0.050 -0.147
H 0.335519 -4.831626 1.117808 0.136 -0.161 0.178 0.060
H 1.348226 -3.408980 1.623431 0.068 -0.354 0.056 0.076
H -0.376932 -3.383937 1.893205 -0.052 -0.189 0.000 0.066
H 0.370137 -2.252219 -0.024907 0.162 0.042 -0.141 0.034

---

2.
57
Properties=species:S:1:pos:R:3:forces:R:3:lowdin_charge:R:1 method="wB97M-V/def2-TZVPD" total_energy_ha=-1676.1310 s2=3.7524 homo_lumo_gap_ev="3.65 / 8.47" molar_mass_g_mol=315.9 e_above_lowest_kcal_mol=23.0 multiplicity=4 max_force_ha_per_bohr=0.0447 total_charge=-1 lumo_energy_ev="2.754 / 2.630"
Ti -0.339417 0.012462 -0.164493 -0.205 0.507 -0.546 0.490
B -1.481126 -1.681537 -1.833383 0.080 -0.527 -0.318 -0.440
H -1.429633 -2.093899 -0.744732 -0.064 -0.698 1.247 -0.068
H -1.873399 -0.599477 -1.889909 -0.515 1.481 0.260 -0.047
H -0.373908 -1.697031 -2.201343 1.283 -0.150 -0.682 -0.039
H -2.200645 -2.342087 -2.462509 -0.698 -0.904 -0.703 -0.038
B -0.242333 1.624715 -2.261887 0.644 0.191 -0.091 -0.403
H 0.395608 0.662842 -2.442960 0.718 -1.345 0.114 -0.028
H -1.064659 1.466490 -1.466931 -1.509 -0.221 1.451 -0.071
H 0.508383 2.413585 -1.835202 0.825 1.415 0.051 -0.044
H -0.754617 1.939424 -3.253115 -0.517 0.459 -1.060 -0.028
C -3.457772 0.769892 2.589710 -1.196 -0.265 -0.014 -0.060
C -3.591302 -0.341446 1.518328 1.018 1.397 0.143 -0.397
C -4.195262 0.270594 0.269333 -1.085 -0.301 0.232 -0.185
O -5.590580 0.502362 0.553139 0.240 0.109 -0.241 -0.214
C -6.134672 1.487717 -0.308957 0.109 0.014 1.072 -0.119
N -2.233774 -0.822245 1.221917 0.034 -0.595 0.476 -0.023
H -3.632251 0.333659 3.576746 0.515 0.133 0.144 0.066
H -4.289942 1.470609 2.464826 0.058 0.035 -0.027 0.067
H -2.525680 1.322654 2.513039 0.168 -0.214 0.011 0.069
H -4.222810 -1.115167 1.960931 -0.203 -0.165 -0.499 0.134
H -4.161787 -0.386545 -0.602729 0.418 -0.003 -0.039 0.131
H -3.709845 1.225303 0.052090 0.244 -0.080 -0.103 0.127
H -7.217573 1.378438 -0.247953 -0.009 -0.121 -0.474 0.079
H -5.715210 1.409772 -1.312433 -0.311 -0.022 -0.165 0.089
H -5.917821 2.481523 0.106457 0.191 0.082 -0.257 0.083
H -2.162356 -1.386290 0.372247 -0.672 -0.135 0.014 -0.010
H -2.019274 -1.468298 1.978927 0.469 0.165 -0.058 0.082
C 3.126605 -2.210389 1.461306 0.664 0.131 -0.256 -0.067
C 2.325842 -1.684030 0.257563 -0.377 -0.489 2.216 -0.393
C 2.774727 -2.324540 -1.035028 0.205 0.698 -0.807 -0.200
O 4.155505 -2.044852 -1.217150 0.048 0.108 -0.124 -0.184
C 4.654320 -2.699113 -2.354079 -0.140 0.162 -0.365 -0.126
N 0.856729 -1.913613 0.490194 0.858 -0.708 -1.008 -0.019
H 4.176565 -1.934335 1.325674 0.036 -0.397 -0.208 0.074
H 3.023778 -3.296073 1.532328 0.152 -0.040 0.028 0.078
H 2.906921 -1.778207 2.440564 -0.694 0.130 -0.212 0.070
H 2.449503 -0.603004 0.278141 0.218 0.039 -0.745 0.098
H 2.173645 -1.884711 -1.845517 0.110 0.092 -0.056 0.129
H 2.645192 -3.409530 -1.159666 -0.287 -0.079 0.773 0.130
H 4.132290 -2.402913 -3.271436 -0.231 0.056 0.065 0.090
H 4.544275 -3.783244 -2.253024 0.173 -0.122 0.004 0.084
H 5.693809 -2.421270 -2.513119 0.120 -0.094 0.325 0.083
H 0.755524 -2.521123 1.300016 -0.052 0.275 0.179 0.080
H 0.609126 -2.534451 -0.287620 -0.720 0.279 0.095 0.055
C 2.426080 3.933548 0.608339 0.112 0.144 1.418 -0.059
C 2.202080 2.411746 0.559371 0.548 1.190 -1.260 -0.508
C 2.959407 1.745307 1.688714 0.341 0.086 0.167 -0.054
O 0.833221 2.116199 0.519052 -0.552 -0.697 0.921 -0.154
H 1.748038 4.562136 0.034466 0.054 -0.417 -0.542 0.076
H 3.471098 4.158205 0.382545 -0.088 0.107 -0.210 0.075
H 2.266866 4.263556 1.644963 0.029 0.008 -0.022 0.071
H 2.705097 2.133745 -0.379845 -0.420 -0.548 -0.067 0.136
H 2.881487 2.282981 2.637119 -0.344 -0.054 -0.004 0.077
H 4.019730 1.787832 1.422899 0.012 -0.063 0.010 0.085
H 2.714254 0.697921 1.849209 -0.255 0.026 -0.076 0.051
H 0.401942 2.514203 -0.265132 0.451 -0.063 -0.178 0.021

---

3.
62
Properties=species:S:1:pos:R:3:forces:R:3:lowdin_charge:R:1 method="wB97M-V/def2-TZVPD" total_energy_ha=-1468.0909 s2=0.7547 homo_lumo_gap_ev="9.16 / 2.55" molar_mass_g_mol=385.2 e_above_lowest_kcal_mol=0.0 multiplicity=2 max_force_ha_per_bohr=0.0687 total_charge=0 lumo_energy_ev="-0.170 / -6.785"
B 22.301110 19.805600 -20.611480 0.160 -2.904 1.018 -1.410
F 21.668750 19.249970 -21.726400 -0.476 -0.092 -0.696 0.128
F 22.459850 21.114300 -20.843600 0.684 3.040 -1.668 0.186
F 21.619930 19.608580 -19.440770 -1.175 0.116 0.294 0.177
F 23.520280 19.227310 -20.465930 1.766 -0.671 -0.371 0.190
C 21.091870 19.305030 -16.396780 0.472 -0.487 -0.533 -0.148
O 22.260390 18.717010 -16.966170 -0.022 -0.049 0.557 -0.132
H 20.212140 18.750930 -16.724110 -0.292 0.048 -0.004 0.067
H 21.156560 19.216560 -15.312300 0.083 0.259 -0.077 0.079
H 21.020300 20.335130 -16.745880 -0.227 0.214 0.375 0.064
H 22.260210 18.971760 -17.891750 0.082 -0.089 -0.067 0.027
C 20.712650 20.371430 -24.531870 -0.422 0.453 -1.009 -0.144
O 20.826470 21.357320 -23.541770 0.928 0.241 0.629 -0.082
H 19.650730 20.172360 -24.676100 -0.026 -0.433 -0.148 0.100
H 21.077820 20.845670 -25.442820 -0.058 -0.069 -0.247 0.086
H 21.250330 19.430520 -24.414860 -0.012 0.054 0.566 0.051
H 20.906090 20.933810 -22.683920 -0.246 -0.210 0.255 0.051
C 21.782790 16.839390 -24.090650 -0.257 0.234 -0.218 -0.170
O 20.497190 16.962440 -24.690370 0.435 -0.009 -0.250 -0.115
H 22.534070 16.907050 -24.877480 -0.124 -0.266 -0.226 0.078
H 21.995450 17.683360 -23.434470 -0.072 -0.110 0.408 0.039
H 21.897930 15.893800 -23.560840 0.078 0.030 0.084 0.084
H 19.816010 16.774040 -24.040690 -0.016 0.064 0.308 0.071
C 20.030720 22.475800 -18.954940 0.745 -1.063 -0.551 -0.137
O 21.445530 22.637610 -19.150350 -0.721 0.842 1.221 -0.132
H 19.815920 21.423170 -18.770720 -0.100 -0.312 -0.309 0.056
H 19.613620 22.927050 -18.054670 0.527 0.797 -0.234 0.078
H 19.551630 22.783740 -19.884320 -0.571 0.195 0.293 0.077
H 21.766290 21.923730 -19.706300 -0.392 0.408 0.467 0.000
C 25.170040 16.629890 -22.351670 -0.178 0.122 0.014 -0.165
O 26.318520 15.829330 -22.576380 -0.004 0.226 0.335 -0.106
H 25.248380 17.320740 -21.512210 0.658 -0.208 0.100 0.075
H 25.022700 17.237990 -23.244200 -0.548 0.146 -0.158 0.060
H 24.302270 16.014420 -22.114480 -0.228 -0.001 -0.300 0.081
H 26.134950 15.380570 -23.404940 0.246 -0.226 0.013 0.074
C 25.447230 20.613210 -17.362010 -0.445 0.153 0.336 -0.058
C 24.455350 21.746320 -17.029650 -1.108 -0.797 -1.635 -0.358
O 24.802650 22.352440 -15.856900 1.365 0.927 2.290 -0.068
H 25.378470 19.858720 -16.578360 0.186 0.158 0.242 0.074
H 26.468700 20.987570 -17.429430 -0.006 0.104 0.170 0.068
H 25.261080 20.035190 -18.267190 -0.424 0.452 -0.255 0.057
H 23.429230 21.408130 -16.885420 -0.101 -0.855 -0.466 0.095
H 24.344620 22.523070 -17.786290 0.440 -0.136 -0.711 0.103
H 24.103230 22.950860 -15.584290 0.035 -0.030 -0.029 0.090
C 25.601550 20.804100 -24.486420 -0.265 -0.201 -0.238 -0.035
C 24.348910 20.584580 -23.636050 2.137 2.183 -0.349 -0.132
O 24.228850 21.660430 -22.669650 0.926 -1.443 -2.186 0.286
H 26.517020 20.810910 -23.894850 -0.147 -0.167 0.101 0.095
H 25.614020 21.703740 -25.101710 -0.439 0.205 0.278 0.091
H 25.639990 19.989370 -25.209500 0.146 -0.198 0.148 0.091
H 24.512970 19.677870 -23.053750 -0.407 -0.561 0.717 0.155
H 23.433580 20.472810 -24.217250 -0.559 0.017 0.262 0.142
H 23.402120 21.482800 -22.215140 -1.747 0.088 1.540 0.086
C 19.523640 16.503090 -19.630650 -0.185 0.360 0.616 -0.074
C 19.003190 17.820370 -20.201690 1.026 -0.450 0.753 -0.318
O 19.355850 17.861470 -21.549790 -0.810 -0.068 -1.798 -0.088
H 19.331070 16.456390 -18.558810 -0.007 -0.116 0.124 0.069
H 20.603430 16.443760 -19.767150 0.035 -0.018 -0.046 0.073
H 19.056510 15.638570 -20.102340 -0.042 0.095 -0.105 0.071
H 19.505120 18.673260 -19.744800 -0.220 -0.058 0.606 0.092
H 17.930780 17.923850 -20.036410 -0.065 -0.009 -0.446 0.114
H 20.259410 18.173160 -21.639420 -0.023 0.074 0.208 0.036